Record 1
# CH5N2O2

The ion CH5N2O2 with charge +1 in a non-equilibrium geometry (the ωB97M-V functional and the def2-TZVPD basis, OMol25).

## Properties
* total energy: -300.64526 a.u.
* multiplicity: 1
* lowest unoccupied orbital energy: -6.02 eV
* SMILES: C/[N+](O)=N/O
* net charge: +1

XYZ file:
```
10
Properties=species:S:1:pos:R:3:forces:R:3
C -0.8872 -0.3239 -0.0546 -2.8 -0.8 1.6
N 0.4492 0.2188 0.0025 4.9 -1.0 0.3
O 0.6948 1.5133 0.2460 0.5 0.7 0.0
N 1.4841 -0.5689 -0.2372 -1.9 0.3 0.6
O 2.7544 -0.1644 -0.0331 -1.5 -0.1 -0.2
H -1.6433 0.4258 -0.4722 1.4 -0.9 0.6
H -1.3083 -0.7821 0.9926 1.4 1.6 -2.2
H -0.8494 -1.1948 -0.6824 0.1 -0.2 -0.5
H 0.1540 1.9719 0.9335 -0.1 -1.1 -0.3
H 3.3855 -0.9603 -0.2220 -2.0 1.4 0.2
```
Forces are in eV/Å.


Record 2
# CH5N2OP

The molecule CH5N2OP in a non-equilibrium geometry (the ωB97M-V functional and the def2-TZVPD basis, OMol25).

## Properties
* total energy: -567.16765 a.u.
* multiplicity: 1
* lowest unoccupied orbital energy: 0.88 eV
* SMILES: [H]/N=C/O[PH2]=N

XYZ file:
```
10
Properties=species:S:1:pos:R:3:forces:R:3
H -2.2798 -1.2566 0.2871 0.9 0.5 -0.6
N -1.4155 -0.8417 -0.1275 -0.5 2.3 1.1
C -1.2803 0.3988 0.2785 -2.9 -3.9 1.2
O -0.2347 1.0936 0.0304 1.6 0.9 -1.2
P 1.1387 0.2722 -0.4936 0.6 2.8 1.0
N 1.9047 -0.5804 0.4928 0.4 -0.6 0.6
H -1.9409 0.9021 1.0205 0.1 -0.3 -0.8
H 1.7648 1.5343 -0.4787 0.3 -0.5 -0.8
H 0.8803 -0.0958 -1.7797 -0.5 -0.2 -0.9
H 1.4626 -1.4263 0.7702 0.0 -1.0 0.2
```
Forces are in eV/Å.


Record 3
# CH5N2P

A cluster of 2 separate species, CH5N2P in total in a non-equilibrium geometry (the ωB97M-V functional and the def2-TZVPD basis, OMol25).

## Properties
* total energy: -491.86690 a.u.
* multiplicity: 1
* lowest unoccupied orbital energy: 0.00 eV
* SMILES: [H]/N=P/[H].C=N

XYZ file:
```
9
Properties=species:S:1:pos:R:3:forces:R:3
H 1.6997 1.0754 0.7625 0.0 -0.8 -0.2
N 1.9682 0.4842 -0.0382 -0.1 1.3 0.4
P 1.9256 -1.0662 0.0512 0.4 0.0 -0.7
H 2.4232 -1.1951 -1.3222 -0.2 -0.5 0.5
C -1.4280 0.3556 -0.1834 -1.6 -0.4 -2.6
N -1.3388 -0.3879 0.8292 -0.2 0.0 1.4
H -2.4230 0.7861 -0.5498 1.2 0.0 0.8
H -0.6504 0.3858 -1.0588 -0.8 0.0 2.2
H -2.1766 -0.4379 1.5096 1.4 0.5 -1.8
```
Forces are in eV/Å.


Record 4
# CH5N2P

A structure of composition CH5N2P in a non-equilibrium geometry (the ωB97M-V functional and the def2-TZVPD basis, OMol25).

## Properties
* total energy: -491.89494 a.u.
* multiplicity: 1
* lowest unoccupied orbital energy: 0.74 eV

XYZ file:
```
9
Properties=species:S:1:pos:R:3:forces:R:3
C 1.1485 0.3712 0.0266 -2.7 2.5 -0.6
N -2.5680 -0.6996 -0.0027 0.5 -0.1 0.0
N -0.2736 -0.0222 -0.1005 -1.7 -4.0 0.0
P -1.8028 0.6566 0.0360 1.9 -0.8 -0.1
H 1.4110 -0.3378 0.7769 1.9 -0.2 0.0
H 1.5182 0.4693 -1.0122 0.8 -0.9 0.9
H 1.1784 1.4490 0.4195 0.1 -1.6 -0.2
H -3.5047 -0.5535 0.2425 -2.0 0.0 0.1
H -0.5407 -1.3083 -0.0744 1.1 5.1 -0.2
```
Forces are in eV/Å.